[1]
{
  "formula": "CH4OSSi",
  "method": "ωB97M-V/def2-TZVPD",
  "spin_multiplicity": 1,
  "e_above_lowest_ev": 3.449,
  "e_lumo_ev": [-1.4, -1.4],
  "symbols": ["C", "O", "Si", "S", "H", "H", "H", "H"],
  "xyz": [[-1.11674, 0.58767, -0.18288], [-3.36775, -0.50025, 0.02295], [1.73287, -0.07305, 0.08453], [-1.92632, -0.69902, 0.37746], [-1.64309, 1.27473, -0.78564], [2.20080, -0.26615, -1.22780], [1.50837, -1.18718, 1.11560], [2.61185, 0.86326, 0.59578]],
  "lowdin_charge": [-0.41, -0.62, 0.79, 0.71, -0.05, -0.15, -0.09, -0.17]
}

---

[2]
{
  "formula": "C6H9N",
  "method": "ωB97M-V/def2-TZVPD",
  "spin_multiplicity": 1,
  "e_above_lowest_ev": 0.088,
  "e_lumo_ev": 1.1,
  "smiles": "Cc1c[nH]c(C)c1",
  "symbols": ["C", "C", "C", "N", "C", "C", "C", "H", "H", "H", "H", "H", "H", "H", "H", "H"],
  "xyz": [[-0.11219, 0.61746, -2.54616], [0.09036, 0.12228, -1.14356], [1.20551, -0.50960, -0.65338], [1.02899, -0.69393, 0.69644], [-0.18371, -0.19610, 1.08995], [-0.60581, -0.18531, 2.52399], [-0.78986, 0.30297, -0.03616], [0.42024, 1.56498, -2.71259], [-1.17405, 0.79433, -2.74646], [0.25427, -0.10072, -3.28912], [2.10455, -0.84151, -1.15637], [1.70455, -1.09828, 1.32292], [-0.14768, 0.64247, 3.07867], [-1.68891, -0.06486, 2.59672], [-0.33848, -1.11634, 3.03618], [-1.76778, 0.76215, -0.06108]],
  "lowdin_charge": [-0.07, -0.30, -0.09, 0.04, -0.34, -0.04, -0.03, 0.08, 0.07, 0.07, 0.11, 0.15, 0.08, 0.08, 0.07, 0.11]
}

---

[3]
{
  "formula": "C60H57Br4Ge3NO2PbS2Sb",
  "method": "ωB97M-V/def2-TZVPD",
  "spin_multiplicity": 1,
  "e_above_lowest_ev": 0.797,
  "e_lumo_ev": 2.0,
  "charge": -1,
  "symbols": ["Pb", "C", "C", "Ge", "C", "C", "C", "C", "Ge", "C", "C", "C", "C", "C", "C", "C", "C", "C", "C", "H", "H", "H", "H", "H", "H", "H", "H", "H", "H", "H", "H", "H", "H", "H", "H", "H", "H", "H", "H", "H", "H", "H", "H", "H", "H", "Br", "C", "C", "Br", "C", "Br", "C", "O", "C", "O", "C", "Br", "S", "C", "N", "C", "Ge", "C", "C", "C", "C", "C", "C", "C", "C", "C", "C", "C", "C", "C", "C", "C", "C", "C", "C", "H", "H", "H", "H", "H", "H", "H", "H", "H", "H", "H", "H", "H", "H", "H", "H", "S", "Sb", "C", "C", "C", "C", "C", "C", "C", "C", "C", "C", "C", "C", "C", "C", "C", "C", "C", "C", "H", "H", "H", "H", "H", "H", "H", "H", "H", "H", "H", "H", "H", "H", "H"],
  "xyz": [[-0.43030, -0.54312, -0.25921], [-0.51054, 1.29706, 4.51107], [-0.64845, 1.22046, 2.99150], [0.08602, -0.45876, 2.27638], [-0.55188, -2.01175, 3.28790], [0.51229, -2.59230, 4.21539], [2.01576, -0.29261, 2.26961], [2.96081, -0.25352, 1.32636], [2.88553, -0.23236, -0.67678], [4.14679, -1.61516, -1.29383], [5.63861, -1.55365, -0.98340], [3.14519, 1.56049, -1.46323], [4.07839, 2.65071, -0.95476], [4.36383, -0.32919, 1.83148], [4.71087, -1.35025, 2.72068], [5.99916, -1.45716, 3.22072], [6.97526, -0.54453, 2.84360], [6.64886, 0.46379, 1.94854], [5.36238, 0.55828, 1.43969], [-0.92163, 2.22977, 4.90448], [0.53631, 1.25187, 4.81931], [-1.03167, 0.47366, 5.00614], [-0.11822, 2.03992, 2.50542], [-1.69449, 1.30336, 2.69696], [-0.86561, -2.76984, 2.57011], [-1.43507, -1.68813, 3.84360], [1.36974, -2.93159, 3.63356], [0.12761, -3.45235, 4.76756], [0.86463, -1.85854, 4.94564], [2.39437, -0.27419, 3.29661], [4.00928, -1.61897, -2.37875], [3.71612, -2.55094, -0.92510], [6.08541, -0.61453, -1.31749], [6.16436, -2.36400, -1.49460], [5.84481, -1.65157, 0.08121], [2.12415, 1.94969, -1.43329], [3.37191, 1.34519, -2.51552], [3.91989, 2.85728, 0.10469], [3.88207, 3.58273, -1.49044], [5.13348, 2.40928, -1.10394], [3.96423, -2.08738, 2.98699], [6.24333, -2.26502, 3.89898], [7.98154, -0.62668, 3.23388], [7.39990, 1.17835, 1.63466], [5.13473, 1.34044, 0.73079], [-4.63288, 5.26939, -0.47565], [-3.10334, 4.16331, -0.35927], [-1.84991, 4.70049, -0.13184], [-1.62544, 6.56739, 0.06785], [-0.73797, 3.85694, -0.05514], [1.01067, 4.51530, 0.22124], [-0.84208, 2.47553, -0.21728], [0.18320, 1.68838, -0.19718], [-2.14383, 1.92262, -0.45023], [-2.25961, 0.61464, -0.65421], [-3.23390, 2.77385, -0.51434], [-4.90601, 1.98397, -0.91619], [0.14431, -5.57755, 1.11711], [0.76651, -4.06154, 0.93458], [1.19882, -2.98444, 0.80105], [1.23248, -0.79291, -1.66866], [0.90411, -0.04199, -3.45015], [0.29772, 1.82182, -3.47759], [-1.06569, 2.07928, -3.32636], [-1.56151, 3.37684, -3.34075], [-0.69686, 4.44823, -3.49590], [0.66306, 4.21271, -3.64004], [1.15096, 2.91408, -3.63617], [-0.45977, -1.12841, -4.37720], [-1.39638, -0.57783, -5.25188], [-2.27131, -1.38469, -5.96848], [-2.22370, -2.76415, -5.82645], [-1.28705, -3.33023, -4.97458], [-0.41532, -2.51724, -4.26543], [2.46142, -0.30210, -4.62683], [2.88392, 0.65220, -5.54987], [3.92271, 0.38616, -6.43360], [4.55064, -0.85011, -6.41866], [4.12597, -1.82197, -5.52320], [3.09099, -1.54672, -4.64224], [1.32106, -1.88026, -1.76045], [-1.76061, 1.26265, -3.16863], [-2.62059, 3.54788, -3.19581], [-1.07784, 5.46143, -3.47995], [1.34994, 5.04385, -3.74255], [2.22017, 2.76344, -3.72213], [-1.44620, 0.49484, -5.38905], [-2.98752, -0.93122, -6.64382], [-2.90715, -3.39460, -6.38130], [-1.24141, -4.40456, -4.84907], [0.29545, -2.98774, -3.59479], [2.39396, 1.61694, -5.59744], [4.23738, 1.14752, -7.13688], [5.36076, -1.05881, -7.10570], [4.60000, -2.79532, -5.50987], [2.77102, -2.32422, -3.95674], [-1.74224, -2.76697, -1.08160], [-3.84784, -2.65647, -0.23571], [-4.52267, -4.64143, -0.19815], [-5.73897, -4.99841, -0.76999], [-6.12191, -6.33221, -0.78565], [-5.28955, -7.29774, -0.23649], [-4.07033, -6.93844, 0.32059], [-3.67587, -5.60823, 0.33725], [-4.15875, -1.92401, 1.70965], [-4.15778, -0.55241, 1.93933], [-4.43389, -0.07963, 3.21573], [-4.69650, -0.96698, 4.24904], [-4.69231, -2.33547, 4.01395], [-4.42732, -2.81747, 2.74140], [-5.15977, -1.60348, -1.48238], [-6.41254, -1.20545, -1.03179], [-7.25883, -0.51563, -1.88806], [-6.84755, -0.22702, -3.18242], [-5.59237, -0.62089, -3.62393], [-4.74163, -1.30997, -2.77346], [-6.38597, -4.24436, -1.20374], [-7.06568, -6.61661, -1.23165], [-5.58786, -8.33799, -0.25456], [-3.40898, -7.69108, 0.72811], [-2.69214, -5.35060, 0.72446], [-3.94415, 0.14182, 1.13475], [-4.44161, 0.98751, 3.39802], [-4.90322, -0.59116, 5.24252], [-4.89054, -3.02851, 4.82059], [-4.43106, -3.88555, 2.55894], [-6.72401, -1.40871, -0.01279], [-8.23051, -0.19123, -1.54036], [-7.50400, 0.32208, -3.84436], [-5.26242, -0.37767, -4.62478], [-3.74948, -1.59123, -3.10821]],
  "lowdin_charge": [1.01, -0.17, -0.35, 0.81, -0.37, -0.17, -0.23, -0.29, 0.90, -0.31, -0.16, -0.34, -0.18, -0.27, -0.04, -0.09, -0.10, -0.09, -0.06, 0.06, 0.06, 0.05, 0.06, 0.05, 0.03, 0.05, 0.05, 0.07, 0.06, 0.07, 0.03, 0.07, 0.07, 0.06, 0.05, 0.02, 0.05, 0.05, 0.06, 0.06, 0.11, 0.10, 0.09, 0.10, 0.07, 0.67, -0.78, -0.77, 0.68, -0.64, 0.78, -0.47, -0.26, -0.44, -0.32, -0.64, 0.83, 0.40, -1.03, 0.01, -0.56, 0.94, -0.25, -0.12, -0.07, -0.08, -0.08, -0.12, -0.25, -0.11, -0.10, -0.10, -0.09, -0.15, -0.25, -0.10, -0.09, -0.10, -0.09, -0.13, -0.03, 0.10, 0.11, 0.10, 0.10, 0.08, 0.09, 0.10, 0.10, 0.10, 0.09, 0.09, 0.10, 0.10, 0.10, 0.09, 0.16, 1.34, -0.36, -0.12, -0.09, -0.09, -0.07, -0.13, -0.33, -0.11, -0.07, -0.08, -0.08, -0.11, -0.37, -0.15, -0.11, -0.09, -0.08, -0.12, 0.09, 0.10, 0.10, 0.11, 0.04, 0.06, 0.11, 0.10, 0.10, 0.10, 0.11, 0.10, 0.10, 0.10, 0.08]
}

---

[4]
{
  "formula": "C3H3NO2S",
  "method": "ωB97M-V/def2-TZVPD",
  "spin_multiplicity": 1,
  "e_above_lowest_ev": 5.866,
  "e_lumo_ev": [-0.4, -0.6],
  "symbols": ["C", "C", "C", "N", "O", "O", "S", "H", "H", "H"],
  "xyz": [[0.62470, 1.13071, 0.31622], [-2.22487, -1.11892, -0.22206], [0.34341, -0.60120, -0.95943], [1.29560, 0.07523, -0.37210], [0.27715, -1.46675, -1.77534], [-1.90360, -2.14336, 0.24848], [-1.01578, 0.63805, -0.10236], [0.80977, 1.53603, 1.28241], [-2.70588, -1.00204, -1.27594], [2.34460, 0.05249, -0.35480]],
  "lowdin_charge": [-0.37, -0.37, -0.59, -0.03, 0.10, 0.03, 0.91, 0.04, 0.11, 0.18]
}

---

[5]
{
  "formula": "C5H8N2S",
  "method": "ωB97M-V/def2-TZVPD",
  "spin_multiplicity": 1,
  "e_above_lowest_ev": 4.992,
  "e_lumo_ev": 0.5,
  "smiles": "C#CCC(=S)N(C)N",
  "symbols": ["C", "C", "C", "C", "S", "N", "C", "N", "H", "H", "H", "H", "H", "H", "H", "H"],
  "xyz": [[-3.06464, -0.39238, -0.81252], [-2.06973, -0.47326, -0.09873], [-1.11232, -1.03868, 0.82039], [0.25404, -0.83890, 0.25394], [0.99262, -2.34800, -0.07282], [0.78569, 0.37803, -0.08663], [2.19574, 0.35521, -0.63283], [0.16894, 1.62457, 0.43544], [-3.77155, -0.42400, -1.63774], [-1.25325, -2.03992, 1.18786], [-1.40665, -0.48196, 1.71329], [2.26553, -0.06906, -1.55649], [2.50879, 1.44076, -0.47398], [2.88731, -0.19052, -0.02244], [0.62924, 2.07176, 1.33989], [-0.00976, 2.42633, -0.35663]],
  "lowdin_charge": [0.12, -0.16, -0.29, -0.73, 0.63, -0.21, -0.08, 0.01, 0.03, 0.09, 0.12, 0.03, 0.10, 0.05, 0.13, 0.15]
}

---

[6]
{
  "formula": "C16H13AsCuF30O6Pt",
  "method": "ωB97M-V/def2-TZVPD",
  "spin_multiplicity": 3,
  "e_above_lowest_ev": 3.418,
  "e_lumo_ev": [-7.0, -8.1],
  "charge": 1,
  "symbols": ["Pt", "Cu", "As", "F", "F", "F", "F", "F", "F", "O", "C", "O", "O", "H", "C", "C", "C", "F", "F", "F", "F", "O", "C", "C", "F", "F", "F", "F", "H", "H", "H", "H", "C", "C", "C", "F", "F", "F", "F", "O", "C", "C", "F", "F", "F", "F", "H", "H", "H", "H", "C", "C", "C", "F", "F", "F", "F", "O", "C", "C", "F", "F", "F", "F", "H", "H", "H", "H"],
  "xyz": [[-3.15750, 2.89358, -0.44330], [-2.04214, 0.18296, 2.93365], [-2.38204, 4.14937, 3.27455], [-2.41393, 5.90016, 2.80663], [-4.19135, 4.19592, 3.47794], [-2.35812, 2.38520, 3.77196], [-0.62513, 4.19362, 3.10333], [-2.15838, 4.54990, 4.98319], [-2.63342, 3.65797, 1.53622], [-0.25793, 0.11844, -0.18750], [-1.23224, 1.04000, -0.16248], [-2.10924, 1.08341, 0.70950], [-1.31076, 1.90955, -1.02814], [0.21374, 0.32758, -0.99707], [-0.01766, -2.39554, -4.81879], [0.01541, -2.75405, -3.32198], [0.84981, -1.77173, -2.48274], [0.26229, -0.53969, -2.58349], [1.07880, -2.11046, -1.21210], [-1.24013, -2.88933, -2.89339], [0.55342, -4.00832, -3.28705], [1.27742, -2.20333, -5.26512], [1.50160, -0.99154, -5.96845], [2.97697, -1.13817, -6.46940], [3.15261, -2.33526, -7.10340], [3.36125, -0.21969, -7.31150], [0.63955, -0.90380, -6.98939], [1.40509, 0.09419, -5.14979], [-0.54530, -1.45101, -4.95130], [-0.47351, -3.15225, -5.45729], [1.83951, -1.79309, -2.93894], [3.72457, -1.11786, -5.67644], [-1.51114, -4.53128, 3.78182], [-2.10400, -5.96352, 4.01898], [-1.11460, -7.02682, 3.53827], [0.09562, -7.01972, 4.09673], [-1.59500, -8.26264, 3.56713], [-2.41116, -6.21002, 5.31107], [-3.28599, -6.16170, 3.34959], [-1.24748, -4.17083, 2.40354], [-2.05372, -3.22543, 1.74481], [-1.45300, -2.96329, 0.35813], [-1.13348, -4.06276, -0.36546], [-2.18896, -2.10585, -0.40872], [-3.25652, -3.81295, 1.72120], [-2.18426, -2.16165, 2.49523], [-0.56655, -4.45369, 4.32018], [-2.21493, -3.82710, 4.22556], [-0.91706, -6.84047, 2.48264], [-0.48521, -2.48648, 0.51345], [2.16138, 3.75407, -0.15596], [2.86574, 2.68074, 0.65580], [4.17485, 3.17819, 1.29296], [4.65594, 2.25970, 2.08942], [5.11071, 3.56747, 0.40776], [2.02228, 2.31441, 1.63092], [3.08250, 1.60930, -0.08416], [1.78538, 4.90769, 0.59079], [0.57820, 5.66573, 0.30985], [0.34052, 6.80474, 1.42188], [1.39765, 7.57341, 1.50662], [-0.74267, 7.46592, 1.05164], [0.62930, 6.14691, -0.90865], [-0.40044, 4.73420, 0.41009], [1.31231, 3.24496, -0.61203], [2.77154, 4.08021, -0.99824], [4.02041, 4.03952, 1.94285], [0.15831, 6.35212, 2.39658]],
  "lowdin_spin": [1.54, 0.01, 0.00, 0.00, 0.00, 0.00, 0.00, 0.00, 0.05, 0.01, 0.02, 0.16, 0.18, 0.00, 0.00, 0.00, 0.00, 0.00, 0.00, 0.00, 0.00, 0.00, 0.00, 0.00, 0.00, 0.00, 0.00, 0.00, 0.00, 0.00, 0.00, 0.00, 0.00, 0.00, 0.00, 0.00, 0.00, 0.00, 0.00, 0.00, 0.00, 0.00, 0.00, 0.00, 0.00, 0.00, 0.00, 0.00, 0.00, 0.00, 0.00, 0.00, 0.00, 0.00, 0.00, 0.00, 0.00, 0.00, 0.00, 0.00, 0.00, 0.00, 0.00, 0.00, 0.00, 0.00, 0.00, 0.00]
}